179
Properties=species:S:1:pos:R:3 method="wB97M-V/def2-TZVPD" spin_multiplicity=1 smiles=COC[C@H](C)N.COC[C@H](C)N.COC[C@H](C)N.COC[C@H](C)N.COC[C@H](C)N.COC[C@H](C)N.COC[C@H](C)N.COC[C@H](C)N.COC[C@H](C)N.OCCO.OCCO.CO energy_ev=-86446.76230 fmax_ha_per_bohr=0.056 charge=0
C -4.313 -0.268 -2.075
H -0.682 -2.249 4.022
C 5.313 0.254 -3.453
H -3.587 -3.709 3.996
H 0.093 -5.432 0.733
C -0.894 -5.145 0.383
H 1.999 -4.931 6.063
H -1.506 -4.835 1.236
N 0.167 -3.034 -0.306
H 3.974 -2.902 3.503
H -5.030 -4.796 -2.090
H 2.617 -1.675 -5.874
H 7.329 1.546 -4.411
H -1.512 -5.931 -0.061
H -0.541 -4.498 -1.653
H -1.382 2.900 -4.957
H 2.444 4.362 4.202
O -1.105 -0.391 0.837
C 0.594 4.192 5.088
O -0.717 -1.443 -5.780
H 0.541 4.282 -4.854
H 1.367 0.695 2.679
O -1.450 3.584 3.864
C 0.261 -2.227 4.579
H -1.397 0.709 -1.625
C -3.688 -1.456 -4.258
C 1.635 -2.025 -5.554
O -3.414 -1.990 2.896
H -0.792 5.978 4.914
H 1.234 2.228 -4.236
H 0.486 5.826 3.664
C -5.438 -2.741 3.972
N -2.883 2.874 -0.294
H 3.019 5.253 -3.737
H -4.433 -1.157 5.050
H 1.170 -6.554 6.074
H 4.716 0.383 4.354
H 0.663 -1.228 4.397
C 1.284 4.239 -5.657
C -3.376 5.324 -0.796
H -3.771 2.502 0.024
C 4.443 -1.196 -1.507
H 1.060 -3.427 -0.586
H -0.422 4.855 2.095
C 5.292 -1.367 3.119
H 6.332 -1.259 3.444
C -4.049 -1.713 -0.208
C -2.048 -2.293 2.591
H -2.119 -2.548 -1.645
H 2.013 -3.478 4.696
H -2.953 -1.705 -0.327
N -4.526 0.827 -4.277
H -5.608 -0.823 -3.651
H 4.412 0.949 -1.644
C 2.506 3.522 -5.069
H 0.446 2.825 3.351
H 3.757 -1.130 -0.662
H 1.589 3.224 -0.850
N 1.658 -2.856 2.688
H -3.257 -0.212 -1.778
H 0.252 4.097 6.120
H 5.871 -2.776 1.579
O -2.195 2.557 -3.012
H -2.414 4.612 -3.174
H 1.473 5.272 -5.962
H -0.752 1.554 0.720
H -2.512 5.956 -0.979
H 4.044 -2.028 -2.098
H 2.579 4.738 -1.180
N 2.012 2.138 -4.871
H 2.617 1.613 3.681
H -0.129 2.296 4.858
H 0.724 0.548 0.607
C -1.279 2.308 -4.036
C -0.317 0.645 0.294
H -4.159 3.628 -1.779
H 5.119 -0.526 -4.211
H -0.087 4.999 0.366
H 0.054 -2.330 5.645
C -1.953 2.805 2.795
C -5.223 -1.893 5.205
O 1.929 3.771 -2.803
H -4.286 5.708 -1.263
H 4.879 0.771 2.674
H -5.918 -4.595 4.776
H -4.115 -1.852 -5.175
C 2.913 4.166 -3.743
C 4.567 -0.035 3.352
O 1.422 4.232 1.780
H -4.250 -0.975 0.569
H 3.864 3.678 -3.493
N 4.756 -2.432 3.950
C -4.369 -4.013 -1.714
H 0.033 -2.250 -0.950
H -2.018 -2.898 1.681
H -1.943 1.735 3.023
N 2.047 3.959 5.045
O 1.450 -1.976 -4.150
C 5.289 -1.863 1.674
H -4.249 -3.849 2.430
C 2.416 0.924 2.859
H 0.778 -5.236 7.198
H -3.479 -2.285 -3.569
H -6.099 -1.363 5.576
H 0.485 -1.958 -4.051
C 1.187 -3.278 4.005
C 0.450 -4.625 4.034
H 0.740 3.695 -6.430
O 3.174 -0.250 3.143
H 1.776 5.036 2.162
C -0.148 3.178 4.200
H 5.090 1.161 -4.038
C 2.350 3.700 -1.463
H 8.292 1.266 -2.925
C -4.144 -3.112 3.241
C -4.583 -0.439 -3.562
H -4.209 -2.747 0.093
H 3.286 3.140 -1.331
C -2.188 -3.431 -1.007
H -1.724 -2.801 3.505
C -3.197 3.881 -1.318
H -2.986 3.056 2.561
C -0.374 0.705 -1.252
H -1.333 3.030 1.922
H 2.706 0.987 -3.331
H -0.345 3.408 1.156
C 0.575 -1.175 -6.278
H -2.684 -3.266 -0.040
H -1.471 1.339 -4.505
H 1.593 1.719 -5.690
H -6.683 -4.262 3.413
H -4.823 0.648 -1.756
H -1.314 -1.504 2.436
H -4.918 -2.530 6.042
H 0.838 -5.433 3.402
H 3.298 3.536 -5.818
O 0.011 -4.993 5.332
H -2.708 -0.981 -4.361
O -3.034 -4.439 -1.567
H 0.863 -0.146 -6.065
H 1.507 -3.076 -5.852
H -0.272 2.415 -3.647
H 1.208 -0.233 -2.040
C -0.834 -4.058 -0.689
C 7.649 0.802 -3.672
N 2.878 0.223 -2.672
H -0.745 -1.260 0.597
H -3.854 1.467 -3.852
H 8.152 0.002 -4.223
C 0.227 5.651 4.707
H 0.758 -1.318 -7.348
H -0.929 -2.351 -6.033
H -0.521 -4.496 3.531
O 6.582 0.323 -2.881
H 2.784 1.274 1.885
H -3.733 5.238 0.233
H 1.974 -1.894 2.790
H 2.323 4.539 5.833
H 4.355 -2.122 4.828
C 1.058 -5.474 6.168
H -4.811 -3.889 -0.716
H -5.953 -2.143 3.208
H 0.215 1.550 -1.624
H -4.460 -3.133 -2.350
H -1.158 4.008 -1.976
H -2.407 2.118 -0.779
H -4.082 0.694 -5.181
H 5.648 -1.097 0.986
N -6.367 -3.831 4.277
C 4.309 0.087 -2.317
O -4.730 -1.452 -1.407
C 0.108 4.393 1.252
O 0.304 -0.465 -1.716
C -2.138 3.851 -2.441
H 5.446 -1.418 -1.160
H 0.966 -2.894 1.948
H 4.261 -2.004 1.334
H 2.798 -0.625 -3.247
H 0.774 6.243 5.451